DFT (ωB97M-V/def2-TZVPD) results for a molecular structure, C34H53N4OP2Pb.

E_HOMO ... -7.527 eV
Calculated total energy ... -2496.77242 a.u.
Charge ... +1
Maximum force ... 0.0857 hartree/bohr
Kohn-Sham gap ... 4.6 eV
Energy above the lowest of the compared OMol25 structures with the same formula, charge and spin ... 0.00 kcal/mol

Each line ends with the Mulliken charge.
CARTESIAN COORDINATES (ANGSTROEM)
C: -1.689 -1.386 -1.965  -0.3916
C: 0.637 -1.715 -2.013  0.2329
C: -1.915 -2.341 -2.965  -0.8668
C: 0.445 -2.825 -2.880  -0.9532
C: -0.816 -3.107 -3.394  -1.0130
H: -2.925 -2.431 -3.350  0.5360
H: 1.307 -3.403 -3.196  0.5273
H: -0.996 -3.921 -4.080  0.4256
N: -0.488 -1.148 -1.426  1.0804
P: -2.942 0.128 0.127  0.1839
P: 2.968 -0.495 -0.593  0.8347
C: -2.885 -0.498 -1.594  -0.7763
H: -2.871 0.375 -2.273  0.4814
H: -3.830 -1.015 -1.817  0.5824
C: -0.131 2.821 2.074  0.1003
O: 0.525 3.624 2.565  -0.1750
C: 1.995 -1.177 -1.939  -1.0389
H: 2.689 -1.734 -2.592  0.4447
C: 4.477 0.343 -1.479  1.8044
C: 3.389 -1.502 1.058  1.9765
C: -3.794 1.813 0.062  1.7902
C: -3.897 -1.295 0.953  2.0202
C: 4.459 1.825 -1.051  -1.5761
H: 4.598 1.948 0.031  0.3180
H: 5.278 2.354 -1.562  0.4990
H: 3.516 2.309 -1.325  0.2175
C: 5.803 -0.314 -1.070  -1.8969
H: 6.014 -0.227 0.004  0.2725
H: 5.837 -1.368 -1.370  0.3504
H: 6.625 0.197 -1.597  0.4995
C: 4.390 0.297 -3.023  -1.6881
H: 5.164 0.980 -3.422  0.5683
H: 4.599 -0.699 -3.443  0.3032
H: 3.416 0.635 -3.396  0.3051
C: 4.180 -0.595 2.028  -1.5781
H: 3.584 0.282 2.324  0.1201
H: 4.411 -1.171 2.943  0.4889
H: 5.137 -0.238 1.619  0.2392
C: 2.115 -1.977 1.790  -1.5516
H: 1.583 -1.147 2.289  -0.0338
H: 1.429 -2.515 1.117  0.1969
H: 2.420 -2.678 2.589  0.6344
C: 4.200 -2.731 0.624  -1.7745
H: 5.197 -2.465 0.249  0.3012
H: 4.342 -3.387 1.499  0.5548
H: 3.663 -3.306 -0.148  0.2723
C: -4.399 -0.817 2.320  -1.9512
H: -4.823 -1.686 2.842  0.5512
H: -3.590 -0.414 2.945  0.2698
H: -5.197 -0.069 2.233  0.3066
C: -2.881 -2.435 1.144  -1.4711
H: -2.452 -2.778 0.195  0.2662
H: -2.060 -2.159 1.821  0.2092
H: -3.411 -3.284 1.595  0.5547
C: -5.075 -1.818 0.115  -1.8156
H: -5.632 -2.529 0.742  0.5238
H: -5.771 -1.030 -0.194  0.2772
H: -4.751 -2.378 -0.772  0.4354
C: -3.018 2.750 -0.888  -1.7642
H: -3.071 2.420 -1.936  0.3986
H: -3.480 3.750 -0.823  0.5755
H: -1.958 2.854 -0.599  0.2822
C: -3.766 2.423 1.479  -1.4425
H: -2.736 2.586 1.836  0.0855
H: -4.272 3.399 1.435  0.5275
H: -4.295 1.796 2.208  0.2771
C: -5.241 1.645 -0.423  -1.6923
H: -5.299 1.169 -1.414  0.3087
H: -5.858 1.078 0.289  0.2998
H: -5.684 2.651 -0.511  0.5087
Pb: -0.382 0.328 1.019  1.4858
N: 1.118 1.213 -0.699  -1.1023
C: 1.350 0.870 -1.860  0.0986
C: 1.072 1.413 -3.192  0.6785
C: 0.778 2.778 -3.180  -0.6039
C: 1.069 0.708 -4.413  0.3018
C: 0.655 3.484 -4.378  -0.8903
H: 0.653 3.269 -2.218  0.4190
C: 0.912 1.413 -5.618  -0.9415
H: 1.181 -0.367 -4.409  0.4588
C: 0.721 2.794 -5.590  -0.4689
H: 0.487 4.559 -4.348  0.4172
H: 0.937 0.889 -6.571  0.4519
H: 0.592 3.344 -6.526  0.4012
C: 0.256 1.206 6.742  -0.7935
N: -0.378 0.125 6.003  0.0901
C: -0.856 -1.040 6.740  -0.7851
C: -0.447 0.155 4.708  0.1723
N: -0.525 0.181 3.531  -0.5563
H: 0.131 1.006 7.806  0.2582
H: -0.206 2.168 6.499  0.3170
H: 1.327 1.275 6.514  0.3269
H: -1.888 -1.292 6.453  0.3018
H: -0.228 -1.926 6.557  0.3184
H: -0.827 -0.801 7.807  0.2749

DFT (ωB97M-V/def2-TZVPD) results for 10 unconnected molecules or ions with the total composition C34H54Cl6O21.

E_HOMO ... -10.175 eV
Calculated total energy ... -5669.21726 a.u.
Charge ... 0
Maximum force ... 0.0508 hartree/bohr
Kohn-Sham gap ... 9.9 eV
SMILES string ... C[C@H]1COC(=O)O1.C[C@H]1COC(=O)O1.C[C@H]1COC(=O)O1.C[C@H]1COC(=O)O1.C[C@H]1COC(=O)O1.C[C@H]1COC(=O)O1.C[C@H]1COC(=O)O1.ClCCCl.ClCCCl.ClCCCl
Energy above the lowest of the compared OMol25 structures with the same formula, charge and spin ... 29.41 kcal/mol

Each line ends with the Mulliken charge.
CARTESIAN COORDINATES (ANGSTROEM)
C: -0.260 1.683 6.084  -1.3045
C: 0.425 2.617 5.151  0.4528
C: 1.897 2.950 5.403  -0.5852
O: 2.580 2.430 4.278  -0.3425
C: 1.689 1.959 3.366  0.3155
O: 2.007 1.500 2.309  0.0491
O: 0.455 2.093 3.793  -0.3132
H: -0.358 2.215 7.040  0.4150
H: 0.396 0.849 6.343  0.3286
H: -1.284 1.396 5.862  0.1910
H: -0.081 3.579 5.054  0.2902
H: 2.190 2.554 6.380  0.3068
H: 2.094 4.020 5.478  0.3207
C: 4.141 0.943 -1.065  -1.2104
C: 4.531 1.183 0.381  1.3872
C: 4.565 -0.009 1.293  1.8007
O: 5.804 0.131 1.983  -0.4341
C: 6.497 1.175 1.506  0.4776
O: 7.619 1.387 1.828  -0.5541
O: 5.869 1.726 0.433  -0.4973
H: 4.515 0.068 -1.591  0.3033
H: 4.270 1.881 -1.605  0.3416
H: 3.051 0.814 -1.033  0.2111
H: 3.869 1.957 0.777  -0.5965
H: 4.719 -0.903 0.677  -1.1052
H: 3.629 -0.112 1.834  -0.1532
C: -4.507 -0.086 5.382  -1.5304
C: -4.337 -0.304 3.864  0.7238
C: -3.817 -1.680 3.459  0.5261
O: -4.499 -1.870 2.212  -0.3322
C: -5.612 -1.108 2.173  0.5445
O: -6.453 -1.177 1.341  -0.5408
O: -5.593 -0.263 3.213  -0.4091
H: -5.273 -0.780 5.729  0.4242
H: -4.852 0.934 5.526  0.3748
H: -3.575 -0.330 5.888  0.3157
H: -3.746 0.519 3.455  0.1830
H: -3.978 -2.516 4.138  0.3377
H: -2.753 -1.596 3.244  -0.6598
C: -0.587 -2.373 -6.255  -1.3729
C: -1.288 -2.017 -4.935  1.1005
C: -2.571 -1.223 -5.052  -0.4005
O: -3.573 -2.023 -4.472  -0.1983
C: -3.012 -3.112 -3.911  0.5319
O: -3.596 -3.872 -3.209  -0.5409
O: -1.725 -3.242 -4.328  -0.4249
H: -0.070 -3.326 -6.223  0.3459
H: 0.185 -1.609 -6.395  0.2795
H: -1.310 -2.260 -7.060  0.3664
H: -0.631 -1.539 -4.208  -0.2030
H: -2.810 -0.982 -6.092  0.3576
H: -2.433 -0.250 -4.570  0.1565
C: 6.008 -3.717 -0.753  -1.0144
C: 4.855 -4.443 -1.417  0.2779
C: 3.847 -5.161 -0.482  -0.3773
O: 2.673 -4.307 -0.661  -0.3006
C: 2.904 -3.345 -1.562  0.4777
O: 2.127 -2.466 -1.778  -0.5198
O: 4.052 -3.570 -2.220  -0.3233
H: 5.641 -2.863 -0.186  0.0064
H: 6.711 -3.383 -1.516  0.3684
H: 6.596 -4.386 -0.122  0.3971
H: 5.139 -5.162 -2.188  0.3630
H: 4.189 -5.232 0.543  0.2447
H: 3.595 -6.107 -0.952  0.3089
C: -6.625 1.541 -1.521  -1.3237
C: -5.830 0.641 -2.512  0.4482
C: -5.526 -0.728 -1.951  0.1893
O: -5.939 -1.609 -3.003  -0.3331
C: -6.568 -0.925 -3.969  0.6668
O: -7.041 -1.353 -4.973  -0.5775
O: -6.669 0.396 -3.654  -0.4127
H: -7.652 1.213 -1.671  0.3910
H: -6.438 2.588 -1.745  0.3420
H: -6.294 1.356 -0.499  0.2873
H: -4.906 1.159 -2.773  0.1922
H: -6.117 -0.924 -1.058  0.2329
H: -4.451 -0.874 -1.859  -0.0800
C: 0.651 3.351 -0.956  -0.7386
C: 1.038 4.065 0.309  1.0213
C: 2.520 4.558 0.456  0.0866
O: 2.413 5.947 0.538  -0.4061
C: 1.156 6.358 0.639  0.4955
O: 0.818 7.449 0.979  -0.5680
O: 0.330 5.340 0.317  -0.5228
H: 0.936 2.304 -0.834  -0.2595
H: 1.104 3.755 -1.859  -0.0092
H: -0.436 3.364 -1.028  0.5361
H: 0.693 3.628 1.247  -0.1160
H: 3.051 4.175 -0.416  0.2444
H: 2.899 4.086 1.362  0.1133
Cl: 1.612 -2.243 2.088  0.0482
C: 1.342 -3.387 3.435  -0.8609
C: 0.894 -2.699 4.709  -0.5792
Cl: -0.602 -1.782 4.476  -0.0386
H: 2.145 -4.115 3.503  0.4672
H: 0.476 -3.971 3.113  0.3112
H: 1.663 -1.966 4.970  0.2510
H: 0.858 -3.334 5.591  0.4378
Cl: -2.530 -0.281 0.344  -0.2119
C: -1.136 -1.360 0.151  0.2178
C: 0.068 -0.559 -0.314  0.4482
Cl: -0.139 0.099 -1.978  0.0518
H: -1.433 -2.198 -0.473  0.4382
H: -0.870 -1.710 1.148  -0.2567
H: 0.969 -1.167 -0.346  -0.7775
H: 0.255 0.176 0.471  0.1624
Cl: 0.722 4.604 -4.366  -0.1613
C: 0.857 3.346 -5.623  -0.4823
C: 1.193 1.969 -5.074  -0.0591
Cl: 2.823 1.864 -4.440  -0.1686
H: 1.518 3.722 -6.400  0.3757
H: -0.136 3.323 -6.071  0.3016
H: 1.132 1.138 -5.773  0.2946
H: 0.453 1.810 -4.287  -0.0683

DFT (ωB97M-V/def2-TZVPD) results for a molecular structure, C34H54CoN2O2SSe.

E_HOMO (spin up / spin down) ... -9.899 / -9.904 eV
Calculated total energy ... -5770.19733 a.u.
Charge ... +1
Maximum force ... 0.0182 hartree/bohr
Kohn-Sham gap (spin up / spin down) ... 7.9 / 4.9 eV
Multiplicity ... 5

Each line ends with the Mulliken charge.
CARTESIAN COORDINATES (ANGSTROEM)
Co: -1.734 0.923 1.514  1.3843
C: -4.758 0.784 2.498  -0.7319
C: -3.983 -0.262 3.294  -0.9174
N: -2.576 0.118 3.441  -0.0931
C: -2.240 1.032 4.539  -0.3017
C: -2.580 2.498 4.282  -0.7536
S: -2.039 3.125 2.655  -0.1085
C: -3.620 3.612 1.892  -0.7585
C: -4.224 2.597 0.910  -0.3006
N: -3.991 1.203 1.314  -0.2807
H: -4.950 1.664 3.110  0.2896
H: -5.733 0.382 2.220  0.4552
H: -4.007 -1.207 2.749  0.3744
H: -4.468 -0.425 4.261  0.3943
H: -2.017 -0.716 3.569  0.2408
H: -1.167 0.943 4.693  -0.3428
H: -2.736 0.737 5.470  0.4867
H: -2.078 3.107 5.032  0.6203
H: -3.647 2.698 4.368  0.4265
H: -3.418 4.539 1.356  0.5069
H: -4.299 3.863 2.704  0.4972
H: -3.762 2.726 -0.065  -0.0979
H: -5.291 2.817 0.805  0.4744
H: -4.211 0.601 0.530  0.2478
C: 0.387 -0.720 -6.020  -2.1790
C: -0.017 -1.542 -4.795  2.2579
C: -1.193 -2.459 -5.174  -1.6825
C: 1.185 -2.401 -4.354  -1.6260
C: -0.437 -0.672 -3.626  -0.9301
C: -0.824 -1.295 -2.408  -1.2309
C: -1.166 -0.547 -1.332  0.2070
Se: -1.556 -1.408 0.344  -0.0034
C: 0.256 -1.563 0.946  0.2938
C: 1.024 -2.624 0.463  -0.3919
C: 2.346 -2.729 0.825  -0.7176
C: 2.840 -1.741 1.688  0.2154
C: 2.101 -0.685 2.197  -0.8366
C: 0.739 -0.573 1.815  0.4017
O: -0.025 0.422 2.245  -0.4152
C: 2.733 0.360 3.127  2.3492
C: 2.046 0.313 4.500  -1.1783
C: 2.591 1.765 2.520  -1.4582
C: 4.226 0.105 3.352  -2.2936
C: 3.272 -3.842 0.330  1.8914
C: 2.546 -4.818 -0.595  -1.8374
C: 4.442 -3.220 -0.449  -1.5415
C: 3.822 -4.627 1.529  -1.6690
C: -1.185 0.906 -1.402  0.9401
O: -1.547 1.585 -0.412  -0.5868
C: -0.780 1.553 -2.646  -0.6478
C: -0.437 0.736 -3.694  0.3090
C: -0.726 3.074 -2.751  2.1334
C: -0.185 3.539 -4.106  -2.2992
C: -2.150 3.635 -2.587  -1.3945
C: 0.195 3.650 -1.659  -1.4874
H: 0.687 -1.398 -6.820  0.4380
H: 1.235 -0.064 -5.808  0.4073
H: -0.442 -0.113 -6.395  0.4538
H: -0.904 -3.083 -6.022  0.4561
H: -2.069 -1.874 -5.465  0.3997
H: -1.479 -3.121 -4.354  0.3146
H: 1.514 -3.020 -5.191  0.4879
H: 0.931 -3.065 -3.526  0.3291
H: 2.023 -1.772 -4.043  0.3886
H: -0.835 -2.374 -2.322  0.4261
H: 0.564 -3.353 -0.195  0.4687
H: 3.879 -1.813 1.978  0.4360
H: 0.979 0.509 4.404  -0.2445
H: 2.480 1.066 5.165  0.5026
H: 2.182 -0.668 4.963  0.3465
H: 1.546 2.040 2.386  -0.0202
H: 3.090 1.809 1.548  0.3229
H: 3.065 2.500 3.177  0.4971
H: 4.411 -0.859 3.833  0.4179
H: 4.623 0.882 4.009  0.4353
H: 4.790 0.145 2.416  0.4261
H: 2.158 -4.315 -1.486  0.1350
H: 1.717 -5.318 -0.085  0.3747
H: 3.244 -5.589 -0.928  0.4632
H: 4.074 -2.645 -1.303  0.2798
H: 5.108 -4.004 -0.823  0.4798
H: 5.032 -2.551 0.180  0.3141
H: 3.008 -5.074 2.105  0.3579
H: 4.400 -3.986 2.198  0.3094
H: 4.481 -5.430 1.185  0.4633
H: -0.131 1.195 -4.620  0.7459
H: -0.840 3.258 -4.935  0.4013
H: 0.819 3.152 -4.299  0.4692
H: -0.122 4.629 -4.097  0.4398
H: -2.823 3.222 -3.343  0.3502
H: -2.131 4.721 -2.704  0.4978
H: -2.550 3.406 -1.599  -0.0223
H: 1.217 3.282 -1.783  0.3466
H: -0.143 3.397 -0.657  0.1012
H: 0.218 4.738 -1.752  0.5001

DFT (ωB97M-V/def2-TZVPD) results for a molecular structure, C34H55As2O3PRuSi4.

E_HOMO (spin up / spin down) ... -10.635 / -10.635 eV
Calculated total energy ... -7619.86138 a.u.
Charge ... +1
Maximum force ... 0.0743 hartree/bohr
Kohn-Sham gap (spin up / spin down) ... 6.5 / 5.8 eV
Multiplicity ... 2
Energy above the lowest of the compared OMol25 structures with the same formula, charge and spin ... 44.30 kcal/mol

Each line ends with the Mulliken charge.
CARTESIAN COORDINATES (ANGSTROEM)
Ru: 0.445 0.271 -0.564  -0.7724
C: 3.106 3.738 1.675  -1.4037
As: 2.264 1.938 1.574  0.9026
C: 3.959 1.026 1.926  -0.9876
C: 1.553 1.849 3.401  0.3588
C: 1.448 2.974 4.210  -0.6203
C: 1.003 2.875 5.516  -0.8264
C: 0.675 1.639 6.041  -0.9678
C: 0.757 0.514 5.240  -0.4343
C: 1.171 0.610 3.918  -0.9202
As: 1.140 -0.981 2.765  1.3871
C: 2.628 -2.032 3.514  -1.3322
C: -0.266 -2.026 3.660  -1.5412
H: 3.654 3.826 2.613  0.4875
H: 2.396 4.561 1.596  0.3887
H: 3.819 3.822 0.855  0.4396
H: 4.309 1.268 2.931  0.3556
H: 4.698 1.372 1.203  0.5478
H: 3.873 -0.050 1.805  -0.1287
H: 1.704 3.946 3.815  0.3975
H: 0.921 3.763 6.125  0.4369
H: 0.336 1.553 7.062  0.4245
H: 0.478 -0.445 5.655  0.3167
H: 2.588 -1.959 4.603  0.4325
H: 3.596 -1.693 3.156  0.3466
H: 2.488 -3.071 3.214  0.4514
H: 0.087 -2.375 4.628  0.5704
H: -0.496 -2.900 3.047  0.4258
H: -1.180 -1.449 3.794  0.3568
O: 4.270 -1.679 -0.302  -0.6806
C: 3.251 -1.224 -0.777  -0.0339
O: 2.568 -0.271 -0.289  0.4549
C: 2.684 -1.821 -2.103  -0.8770
P: 0.854 -1.745 -2.005  1.4071
C: 0.552 -3.438 -1.404  0.8031
C: 1.269 -3.857 -0.283  -0.4653
C: 1.142 -5.152 0.178  -0.7919
C: 0.288 -6.037 -0.461  -0.7351
C: -0.459 -5.612 -1.548  -0.7354
C: -0.334 -4.317 -2.021  -0.7021
C: 0.254 -1.793 -3.724  0.6528
C: 0.813 -2.604 -4.705  -0.5486
C: 0.286 -2.595 -5.985  -0.8108
C: -0.806 -1.797 -6.287  -0.6836
C: -1.364 -0.988 -5.310  -0.8986
C: -0.826 -0.974 -4.036  -0.6285
H: 3.049 -2.841 -2.251  0.5477
H: 3.032 -1.180 -2.916  0.5377
H: 1.946 -3.170 0.213  0.1852
H: 1.713 -5.476 1.035  0.5027
H: 0.207 -7.053 -0.108  0.4136
H: -1.137 -6.296 -2.036  0.4581
H: -0.905 -3.996 -2.881  0.4211
H: 1.652 -3.240 -4.468  0.4755
H: 0.721 -3.221 -6.750  0.4413
H: -1.218 -1.801 -7.285  0.4195
H: -2.212 -0.362 -5.544  0.4792
H: -1.234 -0.318 -3.271  0.4301
O: -1.237 -1.701 0.974  -0.4084
C: -0.460 -0.892 0.655  0.8964
C: -3.279 -1.967 -1.668  -0.5800
Si: -3.759 -0.383 -0.726  0.5168
C: -4.910 0.734 -1.758  -1.2399
C: -4.522 -0.743 0.982  -0.9793
Si: -1.758 1.171 -0.362  -0.3311
Si: -2.261 2.648 1.509  0.4313
C: -3.964 3.463 1.221  -1.2027
C: -2.234 1.730 3.186  -0.5324
C: -0.915 3.995 1.416  -0.7216
Si: 1.043 1.862 -2.334  1.7724
C: -0.405 3.016 -2.929  -1.4796
C: 2.412 3.053 -1.665  -1.2836
C: 1.795 1.265 -4.021  -1.3860
H: -4.057 -2.720 -1.570  0.6074
H: -2.361 -2.404 -1.283  -0.1542
H: -3.144 -1.770 -2.728  0.1749
H: -5.693 0.136 -2.212  0.4113
H: -4.393 1.258 -2.553  0.3760
H: -5.390 1.474 -1.128  0.3058
H: -5.438 -1.318 0.864  0.4453
H: -4.778 0.169 1.514  0.2568
H: -3.849 -1.325 1.602  0.2312
H: -4.788 2.773 1.368  0.3118
H: -4.044 3.871 0.219  0.3467
H: -4.103 4.285 1.917  0.3919
H: -3.109 1.097 3.310  0.4431
H: -2.213 2.429 4.018  0.4808
H: -1.350 1.100 3.271  -0.2780
H: -1.083 4.657 0.572  0.4965
H: 0.078 3.555 1.305  -0.2812
H: -0.917 4.604 2.317  0.4380
H: -0.819 3.618 -2.129  0.3253
H: -1.215 2.463 -3.389  0.3170
H: -0.001 3.688 -3.677  0.4539
H: 2.025 3.723 -0.902  0.1757
H: 2.789 3.657 -2.485  0.6011
H: 3.246 2.493 -1.244  0.2666
H: 1.075 0.750 -4.647  0.3056
H: 2.665 0.625 -3.907  0.3492
H: 2.111 2.153 -4.561  0.5991